No. 1
# C6H11NO

An isolated molecule of C6H11NO in a non-equilibrium geometry (the ωB97M-V functional and the def2-TZVPD basis, the Open Molecules 2025 dataset).

```
19
Properties=species:S:1:pos:R:3:forces:R:3:mulliken_charge:R:1
H 1.5158 -0.5318 -1.5441 -0.1 0.0 1.1 0.354
H -1.5167 -2.7067 3.8609 0.9 1.3 -1.8 0.227
H -1.0788 0.9823 -0.9233 0.9 -0.3 0.5 0.199
H -1.5315 -0.8723 3.1785 0.9 -1.8 -0.4 0.219
H -0.1502 3.4322 -2.7449 -0.2 -0.5 1.1 0.301
C 0.2964 -1.4060 1.2773 0.3 -0.7 -1.2 -0.231
C 0.6744 2.1376 -1.4208 -3.4 0.7 4.0 -0.472
O -0.4208 3.0301 -1.8875 0.9 -0.4 -0.3 -0.531
C 0.4766 -0.5270 -1.1447 0.2 -1.8 -0.2 -0.579
H -0.6129 -2.3130 -0.4397 0.6 0.4 0.8 0.209
C -1.0998 -1.9563 3.0558 -0.8 0.2 1.1 -0.188
H 1.1791 2.6647 -0.5495 0.0 -0.4 -1.6 0.153
H 1.2117 1.9626 -2.2643 2.2 -1.0 -1.9 0.450
N -0.2570 -2.3265 2.1763 -1.1 0.0 1.6 -0.448
H -0.0083 -1.0392 -2.0063 -0.3 1.4 0.1 0.273
H 0.1575 0.9432 0.3780 0.0 0.0 0.1 0.362
H 1.0726 -0.7774 1.7312 -0.5 0.2 -0.4 0.431
C 0.0141 0.8388 -0.6882 -0.7 2.3 -2.5 -0.437
C 0.0776 -1.5352 -0.0448 0.2 0.3 0.0 -0.293
```
Positions in Å, forces in eV/Å.

Values from the calculation:
- molecular weight (u) = 113.160
- total charge = 0
- E_LUMO (eV) = 0.952
- orbital gap (eV) = 9.549
- E_HOMO (hartree) = -0.316
- structure (SMILES) = C=N/C=C/CCCO
- relative energy (zero: lowest compared OMol25 entry of this formula, charge and spin) (kcal per mole) = 83.4

***

No. 2
# C4H11NO

The ion C4H11NO with charge +1 in a non-equilibrium geometry (the ωB97M-V functional and the def2-TZVPD basis, the Open Molecules 2025 dataset).

```
17
Properties=species:S:1:pos:R:3:forces:R:3:mulliken_charge:R:1
C -2.1689 0.2630 -0.7185 0.1 -0.8 -0.5 -0.844
H 0.0295 1.4744 -0.8476 -0.2 -0.1 0.0 0.400
C -0.9949 -1.2266 0.8723 0.1 -0.7 -0.3 -0.833
N -0.9128 -0.2911 -0.2365 -0.5 1.6 2.1 0.211
C 0.1736 0.6671 -0.1289 1.2 0.0 -1.8 -0.525
O 2.4469 0.6022 0.5732 -0.1 0.1 -0.4 -0.505
H 1.8891 0.1452 -1.4082 0.0 0.4 0.0 0.370
H -0.3812 -2.1114 0.6676 -0.1 0.0 -0.1 0.311
H 0.2580 1.1492 0.8377 -0.5 -0.3 0.6 0.360
C 1.5697 0.0314 -0.3714 0.0 -0.1 0.1 -0.369
H -2.8983 -0.5273 -0.8868 0.1 -0.1 -0.1 0.357
H -2.5727 0.8938 0.0795 0.1 0.2 0.0 0.419
H 3.2668 0.8518 0.1382 0.1 0.0 0.1 0.340
H -2.0270 -1.5262 1.0279 0.0 -0.1 0.0 0.389
H 1.5312 -1.0415 -0.2413 -0.2 -0.5 0.3 0.211
H -0.5712 -0.7627 1.7644 0.0 0.1 0.0 0.361
H -1.9713 0.8160 -1.6273 -0.2 0.2 0.0 0.344
```
Positions in Å, forces in eV/Å.

Values from the calculation:
- molecular weight (u) = 89.138
- total charge = +1
- E_LUMO (alpha / beta) (eV) = -2.828 / -7.571
- multiplicity = 2
- orbital gap (alpha / beta) (eV) = 11.902 / 7.158
- E_HOMO (alpha / beta) (hartree) = -0.541 / -0.541
- relative energy (zero: lowest compared OMol25 entry of this formula, charge and spin) (kcal per mole) = 29.5

***

No. 3
# C36H37NP2Tc

A structure of composition C36H37NP2Tc in a non-equilibrium geometry (the ωB97M-V functional and the def2-TZVPD basis, the Open Molecules 2025 dataset).

```
77
Properties=species:S:1:pos:R:3:forces:R:3:mulliken_charge:R:1
H -1.2537 0.6873 1.1434 -0.1 0.1 -0.5 0.445
H 1.5888 -0.8883 -11.0311 0.1 0.2 0.0 0.224
H -2.7163 -1.2438 -2.2498 0.8 0.2 -0.1 0.704
C 3.0709 2.1099 -10.2907 0.1 0.0 0.2 -0.367
C -2.2533 -0.2706 -2.0247 -0.6 0.1 1.8 -0.190
C 2.5089 4.2131 -5.8902 -0.2 -0.2 -0.1 -0.464
H -1.4342 -1.1634 -0.2800 0.6 0.4 -0.6 0.644
H 1.8396 1.1546 -4.2004 -0.4 0.0 0.3 0.300
Tc -0.1178 -0.0241 -2.5258 2.0 -2.6 -2.4 -0.156
H -0.5473 1.7950 -9.6186 -0.1 -0.3 0.4 0.696
C 2.1625 0.0307 -11.1598 0.1 0.3 0.2 -0.242
H -0.1417 2.6192 -3.6404 0.4 -1.0 0.1 0.433
C 1.8119 2.0303 -7.4869 0.1 -0.4 0.6 0.637
H 2.7621 5.0479 -5.2357 0.0 -0.2 -0.3 0.424
H 0.8174 2.3565 -1.5081 0.0 -0.6 -0.4 0.575
H -2.8629 -3.0107 -3.7711 0.2 -0.3 -0.2 0.402
C -0.1775 1.9211 -1.6218 -0.5 2.5 0.5 -0.008
H -1.7226 3.0350 -0.5261 0.5 -0.3 -0.3 0.328
H 2.5403 -0.3684 -13.2407 0.1 0.2 0.2 0.414
H 2.2589 1.0354 -2.4591 -0.1 -0.1 -0.4 0.600
C -0.1805 -5.2290 -10.7739 -0.1 0.3 0.1 -0.661
H -2.7204 1.2298 0.3511 0.0 -0.6 -0.2 0.288
C -1.8081 -2.9686 -10.4729 0.1 0.1 -0.1 0.003
H -3.5692 -4.0498 -5.9552 0.1 0.2 0.2 0.437
C 3.6400 2.3778 -11.5424 -0.2 -0.2 0.1 -0.745
C 1.2740 4.1854 -6.5472 0.0 -0.1 0.1 -0.822
C -1.5071 -0.1943 -0.8094 -3.9 -0.5 0.7 -0.243
H -3.0792 -3.8684 -11.9722 0.4 0.0 0.2 0.408
C 3.4520 1.4873 -12.6020 -0.1 -0.1 0.4 -0.465
H 3.2015 2.8362 -9.4807 0.0 -0.4 -0.3 0.286
H -3.6236 0.4265 -3.4486 -0.1 0.2 0.4 0.395
H 1.0838 -4.3346 -9.2539 -0.4 0.0 -0.3 0.388
H 2.3250 -0.3865 -3.4903 -0.1 0.1 0.0 0.492
C 2.3296 0.9335 -10.0854 0.2 -0.5 -0.1 0.613
C -0.2589 0.8412 -9.1613 -1.1 -1.6 0.5 -0.851
C 2.7012 0.3190 -12.4101 0.1 0.2 0.1 -0.729
H -0.0723 3.0453 -7.8077 0.3 0.2 0.2 0.379
P -0.0768 -1.7357 -8.5488 -1.5 -0.4 -0.2 0.465
H -2.4617 -2.1145 -10.3469 0.0 0.0 -0.1 0.268
C 1.0510 -1.2557 -1.3880 1.9 -0.8 2.1 0.064
H 0.4338 -6.1351 -10.8553 -0.3 0.5 0.0 0.391
H -3.7439 1.3543 -1.9349 0.5 -0.4 -0.2 0.319
H -2.1229 -0.3275 -9.1565 0.3 0.1 -0.5 0.587
C -2.1646 1.9551 -3.3250 -0.2 -0.6 -0.7 -0.732
H -2.6688 2.9263 -3.1784 0.6 0.1 0.0 0.384
H 3.7426 1.2055 -6.9291 -0.1 0.3 0.0 0.440
H 0.5730 5.0112 -6.4272 0.2 -0.2 -0.1 0.448
C -0.7095 1.9949 -2.9298 0.1 2.7 0.9 -0.119
C -1.3157 -5.0648 -11.5816 0.1 0.1 0.4 -0.427
C 0.9081 3.0869 -7.3298 0.2 0.0 0.1 -0.260
C 1.7473 0.5284 -3.2983 0.6 -0.1 -0.4 -1.472
H -2.2760 -3.5632 -8.0162 -0.1 0.3 0.4 0.378
H -2.1779 1.7978 -4.4281 -0.1 0.1 0.6 0.435
C -2.2951 -2.8254 -4.6823 -0.2 -0.2 0.1 -0.926
H 3.8948 1.6964 -13.5728 -0.1 0.0 0.2 0.395
C -2.7262 -3.3655 -5.9022 0.2 0.4 0.2 -0.904
H -1.5453 -5.8106 -12.3437 0.0 0.2 0.3 0.408
C -0.6282 -3.0645 -9.7221 0.7 -0.5 -0.2 0.412
C 3.0600 2.0530 -6.8259 -0.4 0.0 -0.2 -0.428
C -1.1296 -2.0548 -4.6107 -0.3 0.2 -0.6 -0.141
C -0.9824 2.2285 -0.3662 0.1 -0.3 0.6 -0.966
C -2.0410 -3.0532 -7.0781 0.2 0.0 0.5 -0.586
C 3.4020 3.1457 -6.0360 -0.1 0.0 0.0 -0.700
P 1.4172 0.5673 -8.5042 0.5 1.6 -2.1 0.475
N 1.7641 -1.9977 -0.7946 -2.1 1.9 -1.7 -0.455
C 0.1731 -4.2267 -9.8613 -0.1 0.3 0.1 -0.374
H 4.2308 3.2892 -11.6788 -0.3 -0.4 0.0 0.394
H -0.2902 2.5865 0.4121 -0.2 0.0 -0.4 0.355
H -0.7007 -1.8196 -3.6186 -0.1 -0.3 -0.3 0.839
C -0.5026 -1.6469 -5.7846 -0.1 -0.2 -0.2 -0.143
C -2.1566 -3.9584 -11.3941 0.4 -0.2 0.0 -0.721
H 4.3551 3.1484 -5.5115 -0.2 0.1 -0.1 0.456
C -3.0272 0.8838 -2.6454 -0.5 -0.2 -0.2 -0.797
C -1.0373 -0.2777 -9.0434 1.1 1.6 -0.1 -0.114
C -0.9932 -2.1322 -7.0205 0.9 -0.5 0.6 0.423
H 0.3879 -1.0056 -5.7512 -0.3 -0.3 -0.1 0.354
C -1.6683 0.9706 0.1620 0.5 0.2 0.3 -0.993
```
Positions in Å, forces in eV/Å.

Values from the calculation:
- molecular weight (u) = 643.647
- total charge = +2
- E_LUMO (alpha / beta) (eV) = -8.700 / -8.594
- multiplicity = 4
- orbital gap (alpha / beta) (eV) = 4.670 / 5.327
- E_HOMO (alpha / beta) (hartree) = -0.491 / -0.512
- relative energy (zero: lowest compared OMol25 entry of this formula, charge and spin) (kcal per mole) = 42.9

***

No. 4
# C48H39IMnN6P

A structure of composition C48H39IMnN6P in a non-equilibrium geometry (the ωB97M-V functional and the def2-TZVPD basis, the Open Molecules 2025 dataset).

```
96
Properties=species:S:1:pos:R:3:forces:R:3:mulliken_charge:R:1
C 6.1293 0.6779 -0.0117 -0.1 0.0 -0.1 0.200
C -1.1247 -3.8368 0.8579 -0.1 0.3 0.3 1.083
C -5.0140 2.1656 -4.8528 0.0 -0.1 -0.1 -0.768
N -0.4612 -1.7163 0.7025 -0.1 0.1 0.6 0.528
H -0.7433 -8.3507 1.7967 0.0 0.0 0.0 0.401
H 4.8606 3.1322 -0.1709 0.1 -0.1 0.0 0.567
C -1.9479 -0.8167 2.9482 -0.3 -0.2 0.1 -1.015
H -0.9386 -3.9115 3.8888 0.0 0.0 0.0 0.533
C -1.5138 -2.1450 2.8289 0.0 0.1 0.1 0.107
C -3.9215 2.8276 -0.0121 0.1 -0.1 0.0 -0.315
C -2.0329 1.5012 -1.0013 -0.1 -0.2 -0.3 -0.738
H 5.0017 1.3947 -3.1267 0.0 0.0 0.0 0.459
I 1.7522 -0.6053 3.2836 0.3 0.1 0.4 -0.514
P 0.5389 -1.3760 -1.8178 -0.1 0.2 0.3 -0.585
C -0.3218 -4.6065 -1.4139 0.0 -0.1 -0.1 -1.093
H -3.9349 4.8474 2.7098 0.0 0.0 0.0 0.435
H -1.0290 -5.4185 -1.2745 0.0 0.0 0.0 0.482
H -2.0708 -0.9684 -4.3388 0.0 0.0 0.0 0.307
H 7.4206 1.7106 -3.4995 0.0 0.0 0.0 0.405
H -1.9634 -0.5379 6.3175 -0.1 0.0 0.0 0.410
C -3.1917 3.5001 -3.2397 0.0 -0.1 0.0 -0.108
H -0.3758 -0.4706 -4.3470 0.0 0.0 0.0 0.427
C 2.3869 3.9482 2.6473 0.0 0.0 0.0 -1.222
C -0.8836 -6.2799 1.2826 0.0 0.1 0.1 -0.351
C -2.2422 3.7368 2.0084 0.0 0.0 0.0 -0.737
C -4.1589 1.4460 -4.0325 0.0 0.0 0.1 -0.194
H 1.6664 4.1948 3.4161 0.0 0.0 0.0 0.438
N -1.4976 0.3508 -2.7948 0.1 0.0 0.1 0.443
C -0.1144 -2.3297 -0.4014 0.1 0.2 -0.2 -0.743
C 1.8353 -0.3615 -0.9987 -0.1 -0.1 -0.1 -0.607
H 9.0112 1.4027 -1.6322 0.0 0.0 0.0 0.416
C -1.3926 -0.1341 -4.1604 0.0 -0.1 -0.1 -1.061
C 3.5562 4.6792 2.5236 0.0 0.1 0.0 -0.585
H 8.1753 0.7360 0.6013 0.0 0.0 0.0 0.428
C 4.4333 4.3777 1.4941 0.0 0.0 0.0 -0.807
N -0.4988 -3.6305 -0.3515 0.0 0.0 -0.1 0.304
H -2.4556 0.7810 4.2840 0.0 0.0 0.0 0.508
N 3.1080 -0.3574 -1.4642 0.0 -0.1 0.1 0.307
C -1.8661 -0.9929 5.3410 0.0 0.1 0.1 -0.568
H 5.3248 4.9742 1.3515 0.0 0.0 0.0 0.426
C -4.9582 3.5506 -4.8716 0.0 0.0 0.0 -0.397
C -1.1051 -2.6138 1.5007 0.2 -0.3 -0.2 -0.340
H -5.4288 4.0248 0.9180 0.0 0.0 0.0 0.423
H -1.5720 4.1093 2.7728 0.0 0.0 0.0 0.494
C -2.3244 1.3558 -2.3462 0.1 0.1 0.3 0.635
H -5.6237 4.1124 -5.5134 0.0 0.0 0.0 0.412
C 5.2283 0.8614 -1.0606 0.1 0.0 0.0 -0.534
H -2.9452 -8.4000 2.9253 0.0 0.0 0.0 0.408
H 0.1018 -6.2522 0.8343 0.0 0.0 0.0 0.457
N 1.6805 0.5896 -0.0904 0.0 0.5 0.2 0.910
C -0.7557 -0.0782 -1.7381 0.1 -0.1 -0.1 -0.837
H 3.2490 -2.2753 -2.2872 0.0 0.0 0.0 0.378
H 1.2336 2.3299 1.9435 -0.1 -0.2 0.1 0.699
H 4.7448 -1.3327 -2.3016 0.0 0.0 0.0 0.381
H 3.4505 -0.9567 -3.4518 0.0 0.0 0.0 0.316
C -2.8999 -5.1555 1.9657 0.0 0.0 -0.1 -0.216
C -3.5634 4.1559 1.9656 0.0 0.0 0.1 -0.567
C -4.3981 3.6975 0.9564 0.0 0.0 0.0 -0.818
H 5.7536 0.3954 0.9641 0.0 0.0 0.0 0.516
C 7.9527 1.2469 -1.4725 0.0 0.0 0.0 -0.383
H -3.5026 -4.2573 2.0098 0.0 0.0 0.0 0.480
H -1.3009 -2.9099 6.1150 0.0 0.0 0.0 0.410
H -0.7097 2.6202 1.0173 0.0 0.1 0.0 0.721
C -2.5930 2.4068 0.0115 0.0 0.1 0.1 0.284
C 2.1515 2.8779 1.8038 0.0 -0.1 -0.1 0.199
C 7.0615 1.4249 -2.5194 0.0 0.0 -0.1 -0.850
H -5.7218 1.6382 -5.4789 0.0 0.0 0.0 0.401
H -0.5078 -4.1345 -2.3766 0.0 0.0 0.0 0.397
C -4.0493 4.2143 -4.0592 0.0 0.1 0.0 -0.767
C 4.1814 3.3131 0.6453 -0.1 -0.1 0.0 -0.562
C 5.7029 1.2309 -2.3168 0.0 0.1 0.1 0.106
H -2.4807 4.0212 -2.6109 0.0 0.0 0.0 0.491
H -4.2290 0.3657 -3.9986 0.0 0.0 0.0 0.450
H -3.9991 5.2953 -4.0700 0.0 0.0 0.0 0.419
C 3.7898 0.6459 -0.8295 -0.2 0.4 0.2 0.226
H -1.6309 0.6717 -4.8491 0.0 0.0 0.0 0.417
C 2.8711 1.2745 0.0034 0.2 -0.4 -0.3 -0.331
H 0.6906 -5.0096 -1.4109 0.0 0.0 0.0 0.305
N -1.0693 0.5997 -0.6537 -0.1 0.3 0.5 0.531
Mn 0.0698 0.2863 1.5328 0.0 -0.6 -1.4 0.422
C -1.7679 2.8683 1.0398 0.1 0.0 -0.2 -0.048
C 7.4835 0.8763 -0.2189 0.1 0.0 0.0 -0.799
C -2.5890 -7.4860 2.4692 0.0 0.0 0.0 -0.427
C -1.3526 -7.4577 1.8427 0.0 0.0 -0.1 -0.754
C -1.6511 -5.1162 1.3452 0.0 -0.1 0.0 0.159
C 3.6685 -1.2833 -2.4347 0.0 -0.1 -0.2 -0.964
H -2.2680 -0.2703 2.0574 0.1 0.0 0.0 1.126
C -3.3614 -6.3341 2.5263 -0.1 0.0 0.0 -0.755
C 3.0645 2.4889 0.8250 0.0 0.1 0.1 0.639
C -1.4807 -2.3199 5.2261 0.0 0.0 0.0 -0.731
H -4.5849 2.4589 -0.7826 0.0 0.0 0.0 0.577
H 3.7742 5.4832 3.2138 0.0 0.0 0.0 0.402
C -2.1219 -0.2459 4.2020 0.0 0.0 -0.1 -0.581
H -4.3291 -6.3533 3.0103 0.0 0.0 0.0 0.424
C -1.2970 -2.8944 3.9779 0.0 0.0 -0.1 -0.402
C -3.2378 2.1062 -3.2196 -0.1 0.0 -0.1 -0.151
```
Positions in Å, forces in eV/Å.

Values from the calculation:
- molecular weight (u) = 912.698
- total charge = +1
- E_LUMO (alpha / beta) (eV) = -2.062 / -2.173
- multiplicity = 6
- orbital gap (alpha / beta) (eV) = 8.126 / 8.042
- E_HOMO (alpha / beta) (hartree) = -0.374 / -0.375
- relative energy (zero: lowest compared OMol25 entry of this formula, charge and spin) (kcal per mole) = 14.8

***

No. 5
# C4H22O6

A cluster of 7 separate species, C4H22O6 in total in a non-equilibrium geometry (the ωB97M-V functional and the def2-TZVPD basis, the Open Molecules 2025 dataset).

```
32
Properties=species:S:1:pos:R:3:forces:R:3:mulliken_charge:R:1
H -0.5128 0.9984 -1.9344 0.5 -0.5 -0.1 0.298
H -3.3167 -0.9018 0.4727 -0.1 -0.1 0.0 0.384
O 1.3873 0.4340 2.5919 0.4 -0.8 0.0 -0.666
H -1.8344 -0.2000 0.9709 0.1 -1.2 -0.5 0.176
C -0.7226 -0.0448 -1.6571 -1.9 0.7 -1.4 -1.052
H 2.8822 1.2305 -1.5441 0.6 0.0 0.0 0.309
H -1.5730 2.4341 0.4898 -0.6 -0.6 0.6 0.343
O -0.8232 -3.4894 2.7494 -0.2 -1.4 -0.2 -0.634
H 0.0295 -3.0576 2.7480 -0.3 0.8 0.1 0.319
H 0.0285 -0.4058 -0.9861 0.3 -0.3 0.2 0.157
H 3.4287 0.2867 -2.7809 0.5 0.4 0.6 0.287
H -1.4006 2.3704 2.1342 -0.6 -0.4 -0.5 0.301
H -4.1789 -0.3679 -1.7642 -0.7 0.0 -0.1 0.391
H 1.2266 0.9828 0.6159 0.1 0.5 0.0 0.292
H -2.2316 1.0426 -0.7885 -0.8 -0.7 0.2 -0.473
H -1.9591 -1.9148 0.2624 0.8 0.0 -0.6 0.359
H -0.8303 -0.6124 -2.5909 0.9 -0.1 0.3 0.351
H -3.2433 0.5508 -2.9763 0.1 0.0 0.6 0.374
C -2.1836 -0.0264 -1.0952 1.9 0.5 -0.5 1.482
O 2.7141 0.7785 -2.3735 -1.2 -0.3 -0.6 -0.626
H 1.5458 1.2358 3.0971 -0.3 0.1 -0.2 0.330
H -1.5963 -2.9368 2.8539 0.5 0.7 0.1 0.307
H 3.6373 -1.8381 0.2527 -0.3 0.1 0.0 0.315
C -2.2593 -0.8789 0.1725 -1.8 1.9 1.2 -1.194
H 0.4943 0.4147 2.2433 -0.2 0.4 0.4 0.292
H 3.2643 -0.7986 -0.8643 -0.2 -0.2 0.2 0.345
C -3.2124 -0.2516 -2.2188 0.6 0.2 0.2 -1.566
O 1.2481 1.7671 0.0523 -0.4 0.7 -0.1 -0.554
O -1.1685 2.7666 1.2939 1.1 1.1 -0.1 -0.701
H -2.9837 -1.1242 -2.8202 0.1 -0.5 0.2 0.366
O 3.9866 -1.2827 -0.4467 0.4 0.1 -0.2 -0.637
H 0.5484 2.3840 0.3782 0.8 -0.9 0.0 0.326
```
Positions in Å, forces in eV/Å.

Values from the calculation:
- molecular weight (u) = 166.214
- total charge = 0
- E_LUMO (eV) = -0.102
- orbital gap (eV) = 10.899
- E_HOMO (hartree) = -0.404
- structure (SMILES) = CC(C)C.O.O.O.O.O.O
- relative energy (zero: lowest compared OMol25 entry of this formula, charge and spin) (kcal per mole) = 46.7

***

No. 6
# H16O8

A cluster of 8 separate species, H16O8 in total in a non-equilibrium geometry (the ωB97M-V functional and the def2-TZVPD basis, the Open Molecules 2025 dataset).

```
24
Properties=species:S:1:pos:R:3:forces:R:3:mulliken_charge:R:1
H 0.3942 0.1141 2.5623 -0.5 1.1 0.5 0.286
H -1.0938 2.9561 1.4463 -0.2 0.1 1.3 0.397
H -1.5748 -1.7319 1.1773 -0.2 0.8 -0.3 0.282
H -0.6628 4.0731 2.3613 -0.5 -0.8 0.4 0.297
H 1.4252 -1.4529 -2.5337 1.1 0.8 -0.3 0.338
H -1.0248 -2.1059 -1.8897 -0.4 0.0 0.0 0.305
H -1.9958 -2.8989 1.8713 -0.3 -1.6 0.5 0.307
H -0.1808 2.7191 -0.8537 2.1 -0.5 -0.8 0.313
H 2.7792 -2.0509 -0.1467 0.4 -0.3 -0.1 0.334
H -0.8268 0.9851 -0.4147 -1.1 4.5 -0.2 0.279
H 2.0742 -1.0389 0.6343 -2.1 0.8 2.1 0.363
H -1.2868 3.6541 -0.8647 -0.6 0.2 0.1 0.278
O -0.7128 0.1061 -0.3187 0.8 -4.8 0.2 -0.492
O -1.1508 3.2201 2.4063 0.8 0.7 -1.5 -0.658
O 0.6622 -0.6589 2.1023 1.1 -1.4 -0.6 -0.667
O 2.8192 -1.1239 0.0983 1.8 -0.6 -1.4 -0.716
O -0.4008 -1.6839 -2.4777 0.8 -0.7 0.6 -0.646
O -1.9628 -1.9729 2.0213 0.1 0.8 -0.4 -0.571
O 2.2562 -0.9079 -2.5487 -1.2 -0.7 0.0 -0.707
H -0.1008 -0.1419 -1.0257 -0.1 -0.2 0.0 0.376
H 2.4622 -0.8439 -1.5997 0.3 0.3 -0.2 0.398
H -0.8718 -1.1919 -3.1277 -0.7 0.5 -0.7 0.302
O -0.9708 2.8801 -0.3927 -1.3 0.6 0.3 -0.696
H -0.0548 -0.9039 1.5123 0.0 0.5 0.3 0.296
```
Positions in Å, forces in eV/Å.

Values from the calculation:
- molecular weight (u) = 144.120
- total charge = 0
- E_LUMO (eV) = -0.129
- orbital gap (eV) = 10.388
- E_HOMO (hartree) = -0.387
- structure (SMILES) = O.O.O.O.O.O.O.O
- relative energy (zero: lowest compared OMol25 entry of this formula, charge and spin) (kcal per mole) = 61.8